[1]
DFT (wB97M-V/def2-TZVPD) results for a molecular structure, C27H18BrNO4PReSe in a non-equilibrium geometry.

Last column: natural (NBO) charge in e.
Cartesian coordinates (Å):
Re1 -0.105 -0.268 -0.057  1.43
O1 -2.320 -3.489 1.056  -0.51
C1 -2.219 -2.518 0.363  0.78
O2 -1.489 -1.466 0.718  -0.70
C2 -3.008 -2.413 -0.930  -0.15
C3 -4.032 -3.345 -1.084  -0.15
C4 -4.819 -3.354 -2.221  -0.17
C5 -4.585 -2.436 -3.236  -0.18
C6 -3.563 -1.516 -3.104  -0.18
C7 -2.774 -1.490 -1.950  -0.36
P1 -1.450 -0.252 -2.014  1.22
C8 -2.237 1.353 -2.209  -0.44
C9 -1.507 2.439 -2.696  -0.13
C10 -2.105 3.686 -2.770  -0.22
C11 -3.414 3.859 -2.343  -0.16
C12 -4.124 2.788 -1.818  -0.19
C13 -3.540 1.534 -1.747  -0.18
C14 -0.450 -0.659 -3.457  -0.32
C15 0.465 -1.708 -3.339  -0.20
C16 1.238 -2.076 -4.424  -0.18
C17 1.096 -1.407 -5.633  -0.16
C18 0.169 -0.383 -5.760  -0.20
C19 -0.607 -0.003 -4.677  -0.20
H1 -4.188 -4.060 -0.289  0.26
H2 -5.612 -4.084 -2.320  0.24
H3 -5.192 -2.442 -4.131  0.24
H4 -3.367 -0.807 -3.901  0.23
H5 -0.478 2.309 -3.009  0.22
H6 -1.545 4.528 -3.157  0.23
H7 -3.882 4.831 -2.417  0.23
H8 -5.134 2.930 -1.457  0.23
H9 -4.092 0.695 -1.340  0.23
H10 0.575 -2.240 -2.402  0.22
H11 1.953 -2.881 -4.326  0.24
H12 1.706 -1.689 -6.481  0.23
H13 0.047 0.125 -6.707  0.23
H14 -1.332 0.792 -4.785  0.23
Se1 -2.552 3.343 1.947  0.21
C20 -1.662 2.072 1.245  0.16
N1 -1.060 1.167 0.742  -0.69
Br1 2.491 2.208 3.997  0.09
C21 3.374 0.909 2.932  -0.07
C22 4.623 0.437 3.302  -0.20
C23 5.258 -0.511 2.510  -0.18
C24 4.644 -0.991 1.367  -0.17
C25 3.392 -0.506 1.002  -0.12
C26 2.756 0.455 1.782  -0.24
C27 2.739 -1.095 -0.203  0.76
O3 3.120 -2.081 -0.757  -0.50
O4 1.624 -0.438 -0.653  -0.68
H15 5.093 0.813 4.200  0.24
H16 6.234 -0.878 2.794  0.24
H17 5.104 -1.745 0.745  0.25
H18 1.792 0.872 1.505  0.20

Cartesian forces, eV/Å:
Re -3.31 -1.12 0.62
O 0.24 0.33 0.06
C -0.85 -0.75 -0.79
O 2.24 1.07 -0.13
C 0.22 0.01 0.20
C 0.04 0.00 0.00
C 0.01 0.00 0.03
C -0.04 -0.02 -0.05
C 0.06 0.02 0.09
C 0.05 0.16 -0.15
P 0.23 -0.08 0.34
C -0.02 -0.04 0.00
C 0.00 -0.08 0.09
C 0.06 0.07 -0.02
C -0.03 -0.06 0.01
C -0.06 0.07 0.03
C 0.08 -0.08 -0.08
C 0.06 0.03 0.06
C -0.08 0.06 0.00
C 0.03 -0.05 -0.01
C -0.03 0.01 0.02
C -0.02 0.03 -0.09
C -0.03 -0.03 0.09
H -0.02 -0.01 0.00
H 0.00 0.01 0.00
H 0.00 0.00 0.00
H -0.04 -0.03 -0.03
H 0.01 0.03 -0.05
H 0.00 -0.02 -0.01
H 0.02 0.01 0.03
H 0.00 -0.01 -0.02
H -0.04 0.05 -0.01
H 0.06 -0.02 -0.02
H -0.01 0.00 0.01
H 0.00 -0.01 0.00
H 0.01 0.00 0.01
H 0.01 0.03 -0.01
Se 0.02 -0.01 0.01
C -0.02 0.05 -0.10
N 0.67 0.34 -0.12
Br 0.11 -0.17 -0.13
C -0.16 0.22 0.16
C 0.00 0.04 0.01
C -0.02 -0.02 -0.04
C -0.05 -0.07 -0.08
C -0.24 0.07 -0.12
C -0.01 -0.05 -0.10
C 1.37 -0.62 0.68
O -0.35 0.35 -0.14
O -0.31 0.22 -0.36
H 0.01 -0.01 0.00
H -0.01 0.00 0.01
H 0.06 0.01 0.05
H 0.06 0.05 0.05

Relative energy (zero: lowest compared OMol25 entry of this formula, charge and spin) ... 32.6 kJ/mol
<S²> ... 0.785
Orbital gap (spin up / spin down) ... 6.1526 / 6.4913 eV
LUMO energy (spin up / spin down) ... -5.39 / -5.09 eV
Largest force on an atom ... 3.6 eV/Å
Multiplicity ... 2
Charge ... +1
HOMO level (spin up / spin down) ... -11.54 / -11.58 eV

[2]
DFT (wB97M-V/def2-TZVPD) results for a molecular structure, C27H18Cl2FeINO5PS in a non-equilibrium geometry.

Last column: natural (NBO) charge in e.
Cartesian coordinates (Å):
Fe1 0.265 1.159 -0.225  0.64
Cl1 -0.330 1.009 2.248  0.04
C1 -1.974 0.395 2.203  -0.01
C2 -2.865 0.779 3.185  -0.24
C3 -4.163 0.289 3.118  -0.18
C4 -4.536 -0.563 2.088  -0.23
C5 -3.614 -0.940 1.121  -0.12
C6 -2.307 -0.465 1.164  -0.39
P1 -1.006 -0.850 -0.065  0.89
C7 -0.175 -2.263 0.745  -0.47
C8 0.748 -3.065 0.054  0.42
C9 1.353 -4.144 0.700  -0.29
C10 1.066 -4.427 2.019  -0.16
C11 0.160 -3.642 2.721  -0.26
C12 -0.450 -2.582 2.077  -0.17
C13 -1.951 -1.617 -1.413  -0.39
C14 -2.440 -0.771 -2.405  -0.18
C15 -3.200 -1.275 -3.446  -0.21
C16 -3.460 -2.637 -3.514  -0.19
C17 -2.959 -3.489 -2.540  -0.23
C18 -2.207 -2.982 -1.491  -0.13
H1 -2.554 1.445 3.976  0.23
H2 -4.881 0.581 3.870  0.22
H3 -5.548 -0.940 2.037  0.22
H4 -3.909 -1.609 0.324  0.22
H5 0.891 -2.039 -1.616  0.51
H6 2.056 -4.737 0.134  0.23
H7 1.552 -5.263 2.503  0.21
H8 -0.077 -3.857 3.752  0.21
H9 -1.171 -1.993 2.627  0.21
H10 -2.206 0.287 -2.369  0.22
H11 -3.573 -0.611 -4.213  0.22
H12 -4.041 -3.037 -4.333  0.22
H13 -3.148 -4.552 -2.598  0.22
H14 -1.815 -3.650 -0.734  0.22
O1 1.081 -2.922 -1.244  -0.70
S1 2.234 0.095 -1.725  2.54
O2 3.454 -0.328 -2.329  -0.93
O3 2.247 0.132 -0.261  -1.00
O4 0.993 -0.390 -2.294  -0.99
Cl2 5.720 5.631 0.241  0.01
C19 4.634 4.471 -0.463  0.00
C20 4.965 3.884 -1.646  -0.24
C21 4.084 2.949 -2.245  -0.20
I1 4.559 2.298 -4.152  0.23
C22 2.931 2.585 -1.602  0.32
O5 2.031 1.710 -2.144  -0.73
C23 2.551 3.222 -0.382  0.13
N1 1.321 2.923 0.161  -0.48
C24 0.915 3.658 1.186  0.08
C25 1.698 4.646 1.815  -0.27
C26 2.952 4.890 1.330  -0.10
C27 3.396 4.194 0.181  -0.12
H15 5.886 4.142 -2.145  0.25
H16 -0.079 3.461 1.561  0.21
H17 1.298 5.176 2.666  0.23
H18 3.597 5.627 1.785  0.24

Cartesian forces, eV/Å:
Fe -0.28 -0.26 1.00
Cl -0.04 -0.03 0.06
C 0.04 0.04 -0.12
C -0.06 -0.07 -0.06
C 0.03 -0.02 -0.03
C 0.03 0.02 0.03
C 0.03 -0.01 0.01
C -0.08 0.06 0.01
P 0.27 0.43 -0.12
C 0.01 -0.10 -0.10
C 0.08 -0.02 -0.03
C -0.07 0.05 0.11
C 0.01 0.00 -0.02
C 0.02 0.00 -0.06
C -0.03 0.03 0.10
C 0.01 0.06 -0.06
C 0.04 0.02 -0.01
C -0.01 -0.06 0.00
C 0.01 0.03 0.01
C 0.00 0.01 0.00
C -0.01 -0.01 0.08
H 0.02 0.03 0.04
H -0.03 0.01 0.04
H -0.03 -0.01 0.01
H 0.00 0.00 -0.01
H -0.08 -0.05 -0.01
H 0.04 -0.03 -0.04
H 0.02 -0.04 0.02
H -0.01 -0.01 0.05
H 0.04 -0.04 0.00
H 0.02 0.02 0.02
H -0.02 0.03 -0.04
H -0.03 -0.01 -0.03
H -0.01 -0.04 -0.01
H 0.00 0.01 -0.01
O -0.07 0.08 -0.03
S 0.66 0.30 -0.25
O -0.02 -0.06 0.03
O -0.41 0.07 -0.23
O -0.01 -0.37 -0.16
Cl -0.03 -0.06 -0.05
C -0.02 -0.04 -0.08
C -0.20 -0.04 0.14
C -0.01 0.14 0.20
I -0.06 -0.11 0.00
C -0.18 -0.01 0.05
O 0.22 0.02 -0.09
C -0.28 -0.23 -0.18
N 0.05 0.21 0.19
C 0.29 0.05 -0.23
C 0.12 -0.19 -0.33
C -0.13 -0.09 -0.05
C 0.13 0.30 0.26
H 0.04 0.02 0.01
H 0.01 -0.05 -0.04
H 0.01 0.03 0.01
H 0.00 0.00 0.01

<S²> ... 0.757
Orbital gap (spin up / spin down) ... 6.9675 / 6.4432 eV
LUMO energy (spin up / spin down) ... -0.68 / -0.68 eV
Largest force on an atom ... 1.1 eV/Å
Multiplicity ... 2
HOMO level (spin up / spin down) ... -7.64 / -7.13 eV

[3]
DFT (wB97M-V/def2-TZVPD) results for a molecular structure, C27H18F3IN7O3PdS in a non-equilibrium geometry.

Last column: natural (NBO) charge in e.
Cartesian coordinates (Å):
Pd1 0.068 1.128 0.022  0.99
N1 -1.385 1.671 2.830  -0.57
C1 -0.934 2.868 2.266  0.39
C2 -1.485 4.073 2.681  -0.28
C3 -0.952 5.243 2.185  -0.11
C4 0.124 5.192 1.304  -0.27
C5 0.589 3.959 0.919  0.11
N2 0.051 2.810 1.377  -0.50
C6 -0.654 0.500 2.958  0.40
C7 -0.951 -0.349 4.028  -0.28
C8 -0.189 -1.475 4.219  -0.12
C9 0.877 -1.728 3.356  -0.28
C10 1.083 -0.860 2.314  0.07
N3 0.316 0.224 2.082  -0.52
H1 -2.116 1.782 3.509  0.41
H2 -2.305 4.084 3.392  0.23
H3 -1.357 6.196 2.499  0.24
H4 0.577 6.092 0.912  0.25
H5 1.409 3.853 0.229  0.24
H6 -1.762 -0.101 4.705  0.23
H7 -0.398 -2.142 5.048  0.24
H8 1.530 -2.580 3.494  0.24
H9 1.898 -1.000 1.621  0.23
F1 -0.533 -1.821 -4.449  -0.28
C11 -0.253 -2.724 -3.523  0.97
F2 -1.375 -3.081 -2.882  -0.31
F3 0.252 -3.812 -4.115  -0.30
C12 0.765 -2.133 -2.545  0.07
C13 2.087 -1.929 -3.204  -0.18
C14 3.168 -1.440 -2.615  -0.18
C15 3.230 -0.963 -1.230  0.10
N4 2.330 -0.311 -0.613  -0.15
C16 0.198 -0.948 -1.651  0.09
S1 -1.260 0.010 -1.898  -0.18
H10 2.154 -2.253 -4.235  0.25
H11 4.098 -1.403 -3.171  0.26
H12 4.130 -1.146 -0.649  0.23
I1 -3.362 -4.829 3.825  0.26
C17 -2.291 -3.949 2.288  -0.08
C18 -2.561 -2.623 1.945  -0.27
C19 -1.789 -1.985 1.002  -0.09
C20 -0.756 -2.684 0.352  -0.18
C21 -0.541 -4.044 0.672  -0.10
C22 -1.290 -4.669 1.638  -0.27
C23 0.082 -2.137 -0.649  0.58
O1 0.775 -2.978 -1.337  -0.42
O2 1.237 0.027 -1.510  -0.48
H13 -3.380 -2.093 2.413  0.24
H14 -2.015 -0.972 0.730  0.25
H15 0.227 -4.594 0.141  0.24
H16 -1.108 -5.707 1.882  0.25
N5 -1.250 3.042 -3.247  -0.79
C24 -0.030 2.804 -2.719  0.68
O3 0.112 2.717 -1.448  -0.75
C25 1.078 2.694 -3.577  -0.51
C26 0.950 3.062 -4.942  0.28
N6 0.763 3.357 -6.043  -0.33
C27 2.293 2.166 -3.066  0.35
N7 3.268 1.710 -2.640  -0.43
H17 -2.045 3.091 -2.640  0.40
H18 -1.387 3.104 -4.240  0.42

Cartesian forces, eV/Å:
Pd -0.60 3.14 0.75
N 0.01 -0.09 -0.43
C 0.22 -0.32 0.20
C -0.17 0.18 0.17
C -0.04 0.03 0.01
C 0.00 0.06 0.06
C 0.00 -0.11 0.18
N -0.03 0.15 -0.51
C 0.00 0.31 0.05
C -0.06 -0.01 0.19
C 0.04 -0.08 0.03
C 0.04 -0.01 0.11
C 0.08 0.07 0.00
N -0.53 -0.53 -0.71
H -0.10 0.03 0.12
H 0.11 -0.01 -0.06
H -0.01 -0.03 -0.02
H 0.01 -0.06 0.03
H -0.02 -0.04 -0.15
H 0.09 0.00 -0.06
H -0.01 0.05 -0.06
H -0.04 0.07 -0.01
H -0.02 -0.01 -0.15
F -0.05 0.01 -0.12
C -0.05 -0.16 0.30
F 0.09 0.01 -0.17
F -0.11 -0.04 0.01
C 0.45 0.71 -0.59
C -0.25 -0.32 -0.12
C 0.30 0.23 0.09
C 0.02 0.04 -0.06
N 0.07 -0.65 -0.42
C -0.20 -0.21 -0.01
S 0.06 -0.90 0.44
H 0.00 0.03 0.02
H -0.04 0.05 0.04
H -0.04 -0.01 0.01
I -0.03 -0.03 -0.05
C -0.03 0.12 0.10
C -0.01 -0.04 0.01
C 0.12 -0.16 -0.13
C -0.10 -0.01 0.80
C 0.12 0.09 -0.19
C -0.02 0.00 0.05
C -0.72 0.56 -0.09
O 0.81 -0.57 -0.94
O 0.50 -1.18 0.48
H 0.05 -0.04 0.04
H 0.01 0.31 -0.17
H -0.09 -0.01 0.13
H -0.01 0.03 0.02
N 0.15 0.12 0.30
C 0.11 -0.29 -0.69
O -0.21 -0.63 1.11
C 0.09 -0.08 0.16
C 0.03 -0.19 -0.16
N 0.02 -0.03 0.25
C 0.27 0.16 0.03
N -0.29 0.21 -0.24
H -0.05 0.09 0.11
H 0.04 -0.01 -0.06

Relative energy (zero: lowest compared OMol25 entry of this formula, charge and spin) ... 194.6 kJ/mol
Orbital gap (spin up / spin down) ... 4.7674 / 4.8714 eV
LUMO energy (spin up / spin down) ... -5.12 / -5.12 eV
Largest force on an atom ... 3.3 eV/Å
Charge ... +1
HOMO level (spin up / spin down) ... -9.89 / -9.99 eV

[4]
DFT (wB97M-V/def2-TZVPD) results for a molecular structure, C27H18F5IrN5S3.

Last column: natural (NBO) charge in e.
Cartesian coordinates (Å):
Ir1 -0.219 0.713 0.280  0.99
S1 -1.073 -0.594 2.160  0.05
C1 -2.727 -0.316 2.067  -0.14
N1 -3.281 0.576 1.265  -0.43
C2 -4.611 0.608 1.433  0.23
C3 -5.496 1.457 0.734  -0.19
C4 -6.832 1.383 1.008  -0.19
C5 -7.325 0.475 1.973  -0.09
C6 -6.491 -0.371 2.679  -0.23
C7 -5.132 -0.305 2.411  -0.19
S2 -3.843 -1.204 3.111  0.48
H1 -5.095 2.146 0.003  0.24
H2 -7.530 2.024 0.487  0.24
H3 -8.388 0.443 2.167  0.24
H4 -6.891 -1.056 3.413  0.25
F1 -0.936 -0.132 -2.959  -0.33
C8 -1.500 1.034 -2.592  0.38
C9 -1.331 1.512 -1.289  -0.54
C10 -2.015 2.698 -1.016  0.36
F2 -1.924 3.213 0.230  -0.32
C11 -2.770 3.382 -1.943  0.23
F3 -3.389 4.516 -1.621  -0.28
C12 -2.886 2.875 -3.229  0.31
F4 -3.606 3.519 -4.129  -0.26
C13 -2.246 1.686 -3.557  0.24
F5 -2.367 1.190 -4.782  -0.27
S3 5.314 -3.109 -0.589  1.00
C14 3.793 -2.193 -0.404  -0.23
C15 3.050 -1.819 -1.514  -0.22
C16 1.886 -1.094 -1.325  0.08
N2 1.451 -0.740 -0.109  -0.44
C17 2.178 -1.108 0.958  0.07
C18 3.351 -1.828 0.860  -0.22
C19 4.666 -4.774 -0.653  -0.25
C20 4.540 -5.503 0.518  -0.24
C21 4.030 -6.794 0.412  0.08
N3 3.676 -7.324 -0.747  -0.34
C22 3.818 -6.629 -1.861  0.08
C23 4.320 -5.330 -1.874  -0.24
H5 3.362 -2.084 -2.515  0.25
H6 1.281 -0.795 -2.165  0.26
H7 1.796 -0.824 1.930  0.23
H8 3.898 -2.103 1.751  0.25
H9 4.836 -5.103 1.478  0.24
H10 3.911 -7.412 1.293  0.23
H11 3.531 -7.116 -2.785  0.23
H12 4.442 -4.794 -2.805  0.24
C24 2.807 5.361 0.346  -0.41
N4 2.283 4.088 0.818  -0.30
C25 2.561 3.494 2.025  -0.06
C26 1.819 2.356 2.077  -0.09
N5 1.097 2.255 0.913  -0.58
C27 1.400 3.317 0.179  0.21
H13 3.813 5.499 0.731  0.23
H14 2.175 6.179 0.687  0.23
H15 2.844 5.358 -0.740  0.23
H16 3.240 3.932 2.735  0.24
H17 1.739 1.630 2.867  0.22
H18 0.996 3.538 -0.796  0.23

Cartesian forces, eV/Å:
Ir -0.61 -0.37 -0.30
S -0.06 0.20 -0.25
C 0.12 -0.31 0.41
N -0.37 0.20 -0.20
C 0.11 -0.25 0.22
C -0.16 0.19 -0.15
C 0.14 0.06 -0.08
C 0.01 -0.07 0.07
C -0.05 -0.01 0.01
C 0.08 -0.02 -0.02
S 0.09 0.20 -0.20
H 0.00 0.01 -0.01
H 0.01 0.01 -0.01
H -0.01 0.00 0.00
H 0.01 -0.01 0.01
F 0.25 -0.15 0.03
C 0.09 0.09 0.55
C -0.34 0.09 -0.34
C 0.37 -0.31 0.24
F -0.05 0.08 -0.16
C -0.10 0.10 -0.03
F 0.00 -0.02 0.00
C 0.13 -0.16 0.07
F -0.04 0.02 -0.09
C -0.13 0.24 0.15
F 0.01 -0.06 -0.08
S -0.62 -0.34 0.18
C -0.24 0.32 0.01
C 0.32 -0.31 -0.29
C -0.08 0.03 0.39
N 0.53 -0.24 -0.01
C -0.27 0.00 -0.26
C 0.46 -0.19 0.13
C 0.10 -0.12 -0.21
C 0.15 0.20 0.41
C 0.08 0.30 -0.12
N -0.19 -0.53 0.02
C 0.12 0.32 0.06
C 0.03 0.17 -0.33
H -0.07 0.05 -0.06
H -0.14 0.08 -0.13
H 0.04 0.00 0.00
H -0.04 0.07 0.08
H -0.02 -0.04 0.04
H 0.01 0.03 0.03
H 0.00 0.02 -0.02
H -0.02 -0.03 -0.04
C 0.04 0.20 -0.02
N 0.13 -0.04 0.17
C -0.01 0.03 0.03
C 0.07 0.16 -0.08
N 0.21 0.34 0.00
C -0.11 -0.27 0.11
H 0.00 -0.02 0.00
H 0.01 -0.01 0.00
H -0.02 -0.01 0.01
H 0.01 0.04 0.00
H -0.01 0.02 0.03
H -0.01 0.02 0.01

Relative energy (zero: lowest compared OMol25 entry of this formula, charge and spin) ... 69.2 kJ/mol
<S²> ... 8.802
Orbital gap (spin up / spin down) ... 6.2342 / 2.3932 eV
LUMO energy (spin up / spin down) ... -6.52 / -10.75 eV
Largest force on an atom ... 0.8 eV/Å
Multiplicity ... 6
Charge ... +2
HOMO level (spin up / spin down) ... -12.75 / -13.15 eV